71
Properties=species:S:1:pos:R:3:lowdin_spin:R:1 method="wB97M-V/def2-TZVPD" spin_multiplicity=6 homo_lumo_gap_ev="6.6 / 6.3" e_lumo_ev="-3.12 / -4.94" e_above_lowest_ev=0.000 charge=+1 homo_ev="-9.68 / -11.27" e_tot_ha=-2598.226103 largest_force_ev_per_a=0.80
Pd 1.914 -0.413 -0.224 0.779
O 3.695 -2.702 -0.298 0.043
N 3.201 -3.415 0.766 0.020
C 3.294 -4.767 0.675 0.006
C 2.924 -5.540 1.725 0.012
C 2.465 -4.903 2.893 0.008
C 2.387 -3.541 2.948 0.012
C 2.760 -2.727 1.852 0.034
S 2.701 -1.028 1.925 0.105
H 3.674 -5.143 -0.263 0.001
H 2.994 -6.614 1.649 0.001
H 2.174 -5.494 3.751 0.000
H 2.037 -3.030 3.833 0.001
C 2.609 1.415 -3.166 0.696
C 3.077 2.165 -1.969 0.202
C 3.644 1.282 -0.908 0.593
Sb 0.136 1.244 0.981 0.720
C 0.201 3.047 2.080 0.130
C -0.380 3.117 3.344 0.040
C -0.309 4.300 4.066 0.000
C 0.335 5.407 3.531 0.030
C 0.912 5.338 2.270 -0.002
C 0.847 4.159 1.542 0.034
C -1.506 0.219 1.834 0.085
C -2.816 0.636 1.617 0.021
C -3.871 -0.086 2.159 0.001
C -3.621 -1.217 2.924 0.006
C -2.316 -1.632 3.147 0.001
C -1.258 -0.922 2.596 0.020
Sb 0.244 -0.497 -2.362 0.661
C -1.446 -1.621 -1.721 0.100
C -2.684 -1.568 -2.361 0.029
C -3.747 -2.323 -1.887 -0.001
C -3.583 -3.137 -0.774 0.027
C -2.356 -3.193 -0.131 -0.001
C -1.290 -2.442 -0.605 0.038
C -0.769 1.180 -3.186 0.074
C -0.720 2.433 -2.582 0.045
C -1.392 3.511 -3.140 0.004
C -2.103 3.349 -4.321 0.009
C -2.135 2.110 -4.945 0.001
C -1.468 1.030 -4.384 0.018
H 3.206 0.579 -3.512 0.036
H 1.999 1.911 -3.908 0.036
H 2.284 2.801 -1.563 0.013
H 3.861 2.879 -2.294 0.067
H 3.859 1.695 0.069 0.030
H 4.301 0.479 -1.231 0.038
H -0.892 2.259 3.762 0.002
H -0.759 4.356 5.048 0.000
H 0.387 6.328 4.098 0.002
H 1.412 6.202 1.852 0.000
H 1.300 4.113 0.558 0.002
H -3.021 1.520 1.025 0.005
H -4.889 0.237 1.983 0.000
H -4.446 -1.774 3.348 0.000
H -2.122 -2.510 3.750 0.000
H -0.238 -1.252 2.764 0.005
H -2.833 -0.922 -3.216 0.002
H -4.706 -2.271 -2.386 0.000
H -4.415 -3.724 -0.406 0.002
H -2.230 -3.814 0.747 0.000
H -0.338 -2.475 -0.084 0.009
H -0.155 2.579 -1.668 0.032
H -1.355 4.479 -2.656 0.000
H -2.623 4.190 -4.760 0.001
H -2.676 1.984 -5.874 0.000
H -1.489 0.072 -4.892 0.006
F 3.429 -1.959 -2.443 0.023
B 2.881 -2.591 -1.425 0.063
F 1.812 -3.359 -1.565 0.022

87
Properties=species:S:1:pos:R:3:lowdin_charge:R:1 method="wB97M-V/def2-TZVPD" homo_lumo_gap_ev=7.9 e_lumo_ev=-2.88 charge=+1 homo_ev=-10.78 e_tot_ha=-1591.715685 largest_force_ev_per_a=1.13
O -5.858 -3.271 -3.654 0.106
C -4.789 -3.582 -3.228 -0.234
C -4.034 -4.796 -3.772 -0.096
N -2.890 -5.149 -2.940 0.109
C -1.679 -4.603 -3.014 -0.365
N -1.174 -3.978 -4.085 0.127
C -0.423 -2.804 -3.580 -0.086
C -0.126 -3.220 -2.115 -0.087
N -0.790 -4.547 -2.018 0.118
H -4.281 -3.009 -2.421 0.129
H -4.720 -5.642 -3.806 0.144
H -3.726 -4.580 -4.796 0.129
H -3.041 -5.844 -2.224 0.168
H -1.745 -3.866 -4.908 0.146
H 0.432 -2.539 -4.192 0.127
H -1.104 -1.954 -3.538 0.112
H -0.659 -2.527 -1.466 0.098
H 0.917 -3.301 -1.829 0.126
H -1.093 -4.803 -1.077 0.114
C -0.658 3.178 -2.246 -0.053
C 0.049 1.945 -1.701 -0.422
C 0.947 1.242 -2.723 -0.190
O 0.248 0.467 -3.688 -0.221
C -0.252 1.182 -4.805 -0.099
N -0.943 1.033 -1.114 0.055
H -1.500 2.920 -2.890 0.069
H -1.046 3.765 -1.415 0.066
H 0.027 3.807 -2.817 0.086
H 0.703 2.276 -0.889 0.119
H 1.581 0.532 -2.183 0.116
H 1.614 1.954 -3.224 0.127
H 0.421 1.997 -5.084 0.095
H -1.247 1.593 -4.621 0.077
H -0.316 0.483 -5.640 0.084
H -0.460 0.272 -0.643 0.057
H -1.453 0.596 -1.877 0.060
C -1.633 -2.580 1.469 -0.068
C -1.490 -3.964 2.093 -0.420
C -1.073 -3.945 3.567 -0.203
O 0.289 -3.644 3.773 -0.182
C 0.623 -2.269 3.818 -0.096
N -0.568 -4.768 1.276 0.041
H -0.658 -2.134 1.261 0.060
H -2.175 -2.648 0.522 0.060
H -2.185 -1.902 2.119 0.087
H -2.471 -4.448 2.054 0.136
H -1.218 -4.948 3.974 0.128
H -1.711 -3.261 4.142 0.126
H -0.176 -1.684 4.284 0.094
H 0.829 -1.860 2.824 0.068
H 1.524 -2.175 4.421 0.093
H -0.559 -5.724 1.621 0.085
H 0.375 -4.429 1.455 0.081
C 5.200 2.256 2.667 -0.065
C 4.618 3.049 1.501 -0.435
C 3.449 2.350 0.798 -0.211
O 3.818 1.281 -0.056 -0.196
C 4.033 0.039 0.582 -0.108
N 5.700 3.411 0.588 0.045
H 5.828 1.436 2.316 0.066
H 5.828 2.903 3.278 0.079
H 4.414 1.842 3.302 0.077
H 4.209 3.981 1.905 0.135
H 2.956 3.079 0.150 0.116
H 2.702 2.007 1.529 0.114
H 3.349 -0.095 1.428 0.084
H 5.059 -0.073 0.939 0.079
H 3.844 -0.742 -0.155 0.081
H 5.360 4.049 -0.124 0.074
H 5.993 2.580 0.083 0.072
C -1.957 4.467 3.804 -0.064
C -1.924 3.239 2.903 -0.437
C -0.585 3.021 2.191 -0.215
O -0.350 3.883 1.096 -0.219
C 0.172 5.160 1.410 -0.095
N -3.048 3.297 1.968 0.045
H -2.048 5.384 3.221 0.068
H -2.820 4.418 4.467 0.078
H -1.057 4.538 4.418 0.079
H -2.074 2.357 3.534 0.133
H -0.594 2.015 1.761 0.108
H 0.254 3.075 2.900 0.118
H 0.848 5.112 2.271 0.091
H -0.615 5.889 1.618 0.079
H 0.732 5.504 0.541 0.087
H -3.098 2.432 1.439 0.066
H -2.851 4.013 1.274 0.070

9
Properties=species:S:1:pos:R:3:lowdin_charge:R:1 method="wB97M-V/def2-TZVPD" homo_lumo_gap_ev="9.8 / 7.8" e_lumo_ev="-0.22 / -0.78" e_above_lowest_ev=8.143 homo_ev="-10.00 / -8.61" e_tot_ha=-266.893529 largest_force_ev_per_a=2.98
C -0.413 -1.059 0.586 0.130
C -0.037 -0.001 -0.358 -0.343
C -0.495 1.154 -0.750 0.084
O 1.222 -0.744 -0.418 -0.126
O 2.250 -0.084 0.179 -0.081
H -0.236 -0.607 1.556 0.095
H -0.641 -2.105 0.596 0.077
H -0.141 2.189 -0.954 0.100
H -1.509 1.258 -0.436 0.063